Entry 1:
Computed, not measured: the ion C16H21ClNO with charge +1 at a distorted geometry, with ωB97M-V with the def2-TZVPD basis set.

The calculation puts the highest occupied orbital energy at -0.396 Eh. The calculation puts the max |F| at 0.0198 Eh/bohr. The energy relative to the best compared isomer or geometry (same formula, charge and spin) comes out at 4.0 kcal/mol. The total energy is -1212.16368 Ha. Its gap between HOMO and LUMO is 8.18 eV. For the LUMO energy, the calculation gives -2.601 eV.

Structure (ORCA input):
```
! RIJCOSX wB97M-V def2-TZVPD def2/J DEFGRID3
* xyz 1 1
Cl -4.09902 -3.80295 0.63484
C -3.65354 -2.14722 0.43011
C -2.46670 -1.68330 0.96864
C -2.09938 -0.35735 0.80240
C -2.92532 0.50860 0.09816
O -2.66666 1.83376 -0.12919
C -1.50754 2.41516 0.41464
C -0.30154 1.92855 -0.23830
C 0.61436 1.44643 -0.84631
C 1.73000 0.90193 -1.59614
N 2.99338 0.92193 -0.80477
C 2.83794 0.14350 0.45110
C 4.12309 0.05067 1.27619
C 5.01668 1.29395 1.22245
C 5.99102 1.27075 0.04275
C 5.35033 1.46523 -1.33086
C 4.18193 0.52607 -1.61085
C -4.12112 0.03193 -0.43863
C -4.48541 -1.28714 -0.27530
H -1.82849 -2.35422 1.52145
H -1.16771 -0.02140 1.23167
H -1.61121 3.48958 0.22838
H -1.43882 2.24568 1.49984
H 1.87406 1.49628 -2.50378
H 1.51108 -0.13199 -1.88062
H 3.15529 1.89596 -0.52011
H 2.48862 -0.85790 0.18993
H 2.05259 0.63520 1.02963
H 4.71413 -0.81169 0.96604
H 3.82081 -0.13405 2.30714
H 5.61428 1.31405 2.13388
H 4.41989 2.20971 1.22354
H 6.73123 2.05893 0.18137
H 6.52858 0.32134 0.05753
H 6.11253 1.29901 -2.09274
H 5.01070 2.49916 -1.44319
H 4.44232 -0.50699 -1.38107
H 3.92020 0.58146 -2.66913
H -4.75206 0.71879 -0.97882
H -5.41158 -1.65074 -0.68992
*
```


Entry 2:
Computed, not measured: a cluster of 7 separate species, C7H28O7 in total at a distorted geometry, with ωB97M-V with the def2-TZVPD basis set.

The calculation puts the highest occupied orbital energy at -0.361 Eh. The calculation puts the max |F| at 0.0690 Eh/bohr. The energy relative to the best compared isomer or geometry (same formula, charge and spin) comes out at 132.2 kcal/mol. The total energy is -809.96043 Ha. Its gap between HOMO and LUMO is 10.25 eV. For the LUMO energy, the calculation gives 0.418 eV.

Structure (ORCA input):
```
! RIJCOSX wB97M-V def2-TZVPD def2/J DEFGRID3
* xyz 0 1
C 1.23105 4.14603 6.12363
O 1.55434 4.41656 7.48190
H 0.41333 4.81208 5.84831
H 1.94549 4.44047 5.35487
H 1.03664 3.07971 6.00850
H 0.83195 4.89126 7.89952
C -2.71271 -7.03196 3.04630
O -1.71434 -7.78589 3.71236
H -2.24423 -6.59362 2.16512
H -3.72250 -7.40374 2.87256
H -2.60064 -6.22523 3.77068
H -0.83636 -7.51591 3.43330
C 0.51702 -1.89696 -7.39213
O 0.26947 -2.65331 -6.25311
H -0.46567 -1.89925 -7.86374
H 0.81898 -0.87509 -7.16259
H 1.27575 -2.36659 -8.01813
H -0.12689 -3.50345 -6.45748
C 3.55613 -3.87035 5.17678
O 3.43075 -5.24039 4.71011
H 3.24212 -3.17198 4.40105
H 3.01750 -3.64068 6.09614
H 4.60523 -3.79342 5.46239
H 4.25170 -5.49979 4.28543
C -4.85225 3.83126 -4.43214
O -4.89503 3.13490 -3.23898
H -5.65920 4.56370 -4.45416
H -3.87063 4.30276 -4.38547
H -5.06811 3.23807 -5.32074
H -4.08841 2.61575 -3.20128
C 1.86295 6.41613 -2.53261
O 2.33450 7.10156 -3.62906
H 0.79070 6.58238 -2.42900
H 2.00444 5.33641 -2.58029
H 2.42116 6.74333 -1.65544
H 3.24186 6.85151 -3.81822
C -0.29805 -1.01095 -0.12383
O -0.61741 -0.18869 -1.25582
H 0.29141 -0.40169 0.56133
H -1.22957 -1.43574 0.25020
H 0.33219 -1.84424 -0.43448
H -0.27466 -0.65493 -2.02180
*
```


Entry 3:
Computed, not measured: an isolated molecule of C6H9N, with ωB97M-V with the def2-TZVPD basis set.

The calculation puts the highest occupied orbital energy at -0.355 Eh. The calculation puts the max |F| at 0.0104 Eh/bohr. The energy relative to the best compared isomer or geometry (same formula, charge and spin) comes out at 63.4 kcal/mol. The total energy is -288.68099 Ha. Its gap between HOMO and LUMO is 10.72 eV. For the LUMO energy, the calculation gives 1.075 eV.

Structure (ORCA input):
```
! RIJCOSX wB97M-V def2-TZVPD def2/J DEFGRID3
* xyz 0 1
C -0.66261 1.07687 1.29625
C -1.26170 -0.00202 0.42361
C -1.08776 -0.04220 -1.05677
C -0.40010 -1.08484 -0.20038
C 1.05005 -0.93147 -0.17191
N 2.15546 -1.46673 0.08697
C 2.15187 -0.11542 -0.62410
H 0.34795 1.34381 0.97325
H -1.27487 1.98444 1.27135
H -0.60083 0.73661 2.33578
H -2.22239 -0.37532 0.77321
H -1.91020 -0.34794 -1.69404
H -0.41355 0.68900 -1.49811
H -0.77351 -2.10477 -0.17648
H 2.42979 -0.11999 -1.67932
H 2.47240 0.75996 -0.05932
*
```


Entry 4:
Computed, not measured: a structure of composition CH6N2PS at a distorted geometry, with ωB97M-V with the def2-TZVPD basis set.

The calculation puts the highest occupied orbital energy at -0.471 Eh. The calculation puts the max |F| at 0.0717 Eh/bohr. The energy relative to the best compared isomer or geometry (same formula, charge and spin) comes out at 47.4 kcal/mol. The total energy is -890.41869 Ha. Its gap between HOMO and LUMO is 8.45 eV. For the LUMO energy, the calculation gives -4.366 eV.

Structure (ORCA input):
```
! RIJCOSX wB97M-V def2-TZVPD def2/J DEFGRID3
* xyz 1 1
C -0.41533 -0.41453 0.06523
N 0.50046 -0.61658 1.03024
N 0.23406 0.12114 -1.18522
P -2.30299 0.91389 0.04798
S -1.91447 -1.21886 -0.12268
H 1.27720 0.09252 1.17834
H 0.59106 -1.42594 1.57164
H -0.03610 -0.62064 -1.96051
H 1.25039 0.15090 -1.06003
H 0.00234 1.18292 -1.54704
H -2.17173 0.75470 1.42132
*
```


Entry 5:
Computed, not measured: a cluster of 2 separate species, C9H20N5 in total at a distorted geometry, with ωB97M-V with the def2-TZVPD basis set.

The calculation puts the highest occupied orbital energy at -0.422 Eh. The calculation puts the max |F| at 0.0720 Eh/bohr. The energy relative to the best compared isomer or geometry (same formula, charge and spin) comes out at 90.6 kcal/mol. The total energy is -628.33069 Ha. Its gap between HOMO and LUMO is 7.55 eV. For the LUMO energy, the calculation gives -3.934 eV.

Structure (ORCA input):
```
! RIJCOSX wB97M-V def2-TZVPD def2/J DEFGRID3
* xyz 1 1
C 2.66003 -0.26934 1.39445
C 1.77922 0.75758 1.24652
C 3.44208 -0.82137 0.28934
C 3.34684 0.06720 -0.92879
C -3.47351 0.01274 0.47016
C -2.59960 -1.21242 0.60407
C 1.89951 0.40825 -1.19869
C -2.53200 0.98853 -0.48882
C -1.21850 -0.91913 0.07157
N 1.37032 1.13400 -0.02104
N -1.26301 0.31706 -0.56866
N -0.58781 -1.88768 -0.82327
N 0.30408 2.96788 0.59668
N 0.74436 2.17734 -0.28585
H 2.86784 -0.54931 2.43898
H 1.22911 1.18202 2.07182
H 4.53080 -0.89882 0.68418
H 3.05367 -1.81846 0.07785
H 4.05344 0.95682 -0.76245
H 3.80882 -0.49042 -1.87766
H -4.41142 -0.31170 -0.03370
H -3.49443 0.47309 1.43052
H -2.48872 -1.30169 1.73856
H -3.12031 -2.04423 0.26035
H 1.92891 0.96864 -2.07478
H 1.19617 -0.49427 -1.36318
H -2.94442 1.30233 -1.46674
H -2.40446 1.97082 0.11031
H -0.61913 -0.90543 1.03394
H -1.31872 -1.96021 -1.59325
H -0.52830 -2.81318 -0.38804
H -0.13886 3.85072 0.07662
H 0.31627 2.69847 1.61335
H -0.69690 0.46212 -1.45444
*
```


Entry 6:
Computed, not measured: a cluster of 2 separate species, C3H11NOS2 in total at a distorted geometry, with ωB97M-V with the def2-TZVPD basis set.

The calculation puts the highest occupied orbital energy at -0.317 Eh. The calculation puts the max |F| at 0.0368 Eh/bohr. The energy relative to the best compared isomer or geometry (same formula, charge and spin) comes out at 9.1 kcal/mol. The total energy is -1047.25293 Ha. Its gap between HOMO and LUMO is 9.17 eV. For the LUMO energy, the calculation gives 0.534 eV.

Structure (ORCA input):
```
! RIJCOSX wB97M-V def2-TZVPD def2/J DEFGRID3
* xyz 0 1
C 2.32782 -0.34940 -0.50855
S 0.66964 -0.92301 -1.02138
S -0.37635 0.75651 -1.52648
C -0.71222 1.56604 0.12518
C -1.99595 1.04695 0.75660
N -1.70887 0.43535 2.07748
H 2.58039 0.44370 -1.22054
H 2.26849 0.03158 0.52602
H 3.07736 -1.14560 -0.57637
H -0.74083 2.65338 -0.01630
H 0.16575 1.42634 0.75786
H -2.57062 0.35794 0.15853
H -2.69768 1.90919 0.88636
H -1.14971 1.09075 2.60214
H -1.21848 -0.43771 1.92890
O 0.94906 -1.91199 1.96741
H 0.95956 -1.88994 0.98429
H 1.86206 -2.11017 2.16714
*
```


Entry 7:
Computed, not measured: a cluster of 3 separate species, C16H19ClF3N4O2 in total at a distorted geometry, with ωB97M-V with the def2-TZVPD basis set.

The calculation puts the highest occupied orbital energy at -0.174 Eh. The calculation puts the max |F| at 0.1954 Eh/bohr. The total energy is -1750.02297 Ha. Its gap between HOMO and LUMO is 6.54 eV. For the LUMO energy, the calculation gives 1.804 eV.

Structure (ORCA input):
```
! RIJCOSX wB97M-V def2-TZVPD def2/J DEFGRID3
* xyz -1 1
O 1.23555 1.52455 -1.02840
C 1.10503 1.17458 0.28077
O 2.15101 1.48034 1.26897
C -0.34831 0.43025 0.64262
Cl -0.22682 -0.81264 2.00864
N -1.00377 -0.05108 -0.62613
C -2.53655 0.12200 -0.57752
C -3.22673 0.68070 -1.95356
C -4.87728 0.91386 -1.90565
C -5.64009 0.56641 -0.46792
C -4.69055 -0.01148 0.73534
N -3.20572 -0.24040 0.71634
C -0.61642 -1.45574 -1.01677
F -0.88999 -1.56015 -2.49961
F -1.49742 -2.51986 -0.40450
F 0.83885 -1.76366 -0.87288
H -1.03257 1.31638 1.05726
H -2.60682 0.92010 -2.94107
H -5.42478 1.31135 -2.86263
H -6.79411 0.75705 -0.41468
H -5.25383 -0.28385 1.75280
C 1.57990 2.04819 4.97086
C 1.89949 3.53270 5.11569
C 0.76896 4.32286 5.77755
C -0.49240 4.21727 4.93607
N -1.53880 4.12973 4.23786
H 0.71238 1.88260 4.32416
H 2.42585 1.51959 4.52005
H 1.37460 1.59400 5.94696
H 2.11208 3.94805 4.12296
H 2.81114 3.64329 5.71297
H 1.05178 5.37664 5.87081
H 0.56569 3.93572 6.78199
C 3.33349 -3.31759 -3.26246
C 2.00860 -3.19060 -4.00772
C 1.91897 -4.11478 -5.22361
C 3.02208 -3.77209 -6.21153
N 3.93720 -3.48768 -7.03115
H 4.18086 -3.02800 -3.89201
H 3.34120 -2.66111 -2.38653
H 3.49375 -4.34615 -2.91955
H 1.87736 -2.14802 -4.32236
H 1.18958 -3.42458 -3.31885
H 0.94725 -3.99654 -5.71445
H 2.02032 -5.16220 -4.91913
*
```